No. 1
# C33H33N4O3P2S2Ti

A structure of composition C33H33N4O3P2S2Ti at a distorted geometry (the ωB97M-V functional and the def2-TZVPD basis, OMol25).

The geometry in ORCA input format:
```
! RIJCOSX wB97M-V def2-TZVPD def2/J DEFGRID3
* xyz -2 2
C -3.0674 0.6254 -4.5206
C -1.3060 0.4708 -2.8827
C -1.8462 -5.7816 -1.4117
H 0.5997 5.1650 2.9288
C 5.5985 -0.1541 0.1663
N -0.3503 3.4139 -0.5034
C 2.0458 -5.8534 -1.0058
N -0.0297 3.9450 0.6968
S -2.5791 -0.6934 0.7838
H -0.7302 -5.4505 -3.2155
H 0.0606 8.1733 -0.9614
H -0.2317 5.7522 -1.2496
C 0.0066 6.1633 -0.2803
H -0.3625 0.7995 -2.4655
C 4.6042 0.4416 -0.6002
C -2.8839 2.0963 3.0483
C 1.3471 -5.6919 0.1809
H 2.4835 0.5175 -1.0197
H -1.2970 1.8378 -4.5346
H -2.8974 -5.8132 0.4581
H -1.0064 0.1022 3.7551
H -3.0988 1.8301 1.0114
P -1.3236 -1.2432 -0.6780
H 0.5643 -4.2842 1.6183
H -3.8054 -1.6949 -2.1650
O 1.3412 0.9323 1.5394
O 0.0750 3.1517 1.7697
Ti -0.2603 0.9390 1.2650
C -2.3814 -5.1992 -0.2716
C -3.2485 -0.9335 -2.7006
C -1.6625 2.0832 3.9609
H 0.6152 9.1398 1.2652
C 3.9392 -1.5325 1.2294
N -2.4459 2.2082 1.6726
H 2.2328 -6.8459 -1.4014
H -2.6432 -3.3572 0.8293
H 0.8828 7.5999 3.2095
C -3.7741 -0.3693 -3.8527
H -1.9757 1.9374 5.0024
S 0.6081 -1.7528 2.4747
C 5.2627 -1.1399 1.0859
H 0.2295 1.2041 3.7844
C -1.8400 1.0474 -4.0300
H 4.8577 1.2261 -1.3038
O -0.5152 2.0982 -0.4038
C -1.5816 -3.0378 -0.9868
H -3.4216 1.1484 3.1525
C 0.1747 7.5197 -0.1014
C 1.1061 -4.4205 0.6899
C -2.0097 -0.5215 -2.2147
H -2.1364 3.1336 1.4229
C 3.2808 0.0492 -0.4545
H -1.1450 3.0388 3.8804
N -0.7367 1.0487 3.5100
C 1.5517 -3.2887 0.0208
C 2.4926 -4.7294 -1.6905
H 3.6630 -2.2926 1.9522
H -0.5024 -3.0173 -2.8388
P 1.2225 -1.5308 0.5818
C -2.2436 -3.8339 -0.0579
C 0.2495 -0.7158 -0.5239
H 2.5781 -2.5902 -1.7278
H 6.0336 -1.5994 1.6948
C 2.2394 -3.4650 -1.1828
H -4.7374 -0.6980 -4.2274
C 2.9479 -0.9439 0.4564
C -1.1696 -4.9957 -2.3350
H 6.6319 0.1561 0.0562
C 0.6320 7.2003 2.2315
C 0.1481 5.2797 0.8291
C 0.4857 8.0708 1.1453
H -3.5684 2.8934 3.3715
H -1.9413 -6.8494 -1.5749
C 0.4716 5.8378 2.0941
H 0.9776 -6.5613 0.7139
H 3.0339 -4.8396 -2.6240
H -3.4799 1.0754 -5.4171
C -1.0393 -3.6314 -2.1240
*
```

Output
- expectation value of S² = 0.78
- frontier orbital gap (alpha / beta) (hartree) = 0.1450 / 0.2149
- highest occupied orbital energy (alpha / beta) (eV) = 0.5 / -1.4
- relative energy (zero: lowest compared OMol25 entry of this formula, charge and spin) (kJ/mol) = 66.4
- E_tot (eV) = -110224.3323


No. 2
# C33H33N6O4Ru

A structure of composition C33H33N6O4Ru (the ωB97M-V functional and the def2-TZVPD basis, OMol25).

The geometry in ORCA input format:
```
! RIJCOSX wB97M-V def2-TZVPD def2/J DEFGRID3
* xyz 2 6
C 3.1311 4.6385 -0.1511
H 1.3151 5.6109 0.5132
H 2.7938 -1.1896 -2.9225
H 1.5368 -3.9845 1.4587
C 2.8432 2.3552 -0.7395
C 2.9167 -2.4331 -1.2202
H -2.3740 2.1078 1.9911
C -0.0569 -1.1224 -2.8855
H -3.1026 4.1703 -0.1000
C -0.1922 -2.4825 -3.4943
N 2.4060 0.0572 -1.3083
C -4.5165 1.2769 0.6998
C -2.0270 -1.6203 0.5088
C -2.3014 2.3999 0.9430
C 3.1323 -1.0964 -1.8868
H -4.4287 -1.7054 3.8806
N -1.1014 -0.8654 1.0654
H 0.3670 -3.1903 -2.8825
C -1.6567 0.1556 4.6116
H 0.1592 -2.5229 -4.5230
H -5.9599 -0.3007 -1.9278
C 1.7766 4.7031 0.1502
H 3.7562 5.5127 -0.0296
C -5.4755 0.5968 -0.0379
H -2.0751 1.4671 -1.6364
H 1.8309 -1.7521 0.5074
H 5.2089 -1.1319 -1.1195
N -0.8879 2.2204 0.5402
C -2.7708 -1.2583 2.5560
C -2.5044 3.9255 0.7748
H 5.0973 -0.6601 -2.8327
O -0.2186 -0.9693 -1.6616
C -1.5480 -0.6193 2.3758
H 2.4560 -1.0816 2.7351
C -3.4776 -1.2057 3.7526
H -3.7753 0.2533 -2.9442
C 2.2319 -2.6029 -0.0272
C 2.5990 -4.9780 -0.1159
O -1.1532 4.4437 0.5305
C 2.0694 -3.8687 0.5233
H -2.9030 4.4239 1.6520
C 1.0267 3.5524 -0.0170
H -6.4348 0.3678 0.4079
H -0.0030 0.5787 3.2917
C -2.8991 -0.4827 4.7744
H -1.2426 -2.7765 -3.4703
N 1.5440 2.4226 -0.4752
H 0.3311 0.8280 -3.3038
C 4.6072 -0.6180 -1.8653
H -1.9795 -1.9904 -0.5000
C -5.2082 0.2190 -1.3484
H -3.8415 -2.4489 1.1271
C -0.3940 3.3849 0.3566
H -1.2334 0.6957 5.4478
C -3.9803 0.5290 -1.9170
H 3.9787 -3.4419 -2.7980
H 2.4764 -5.9636 0.3129
N 0.2372 -0.0990 -3.6883
O 1.6253 0.4514 1.6168
H 0.3251 -0.2179 -4.6835
H -3.4061 -0.4154 5.7275
C -3.2840 1.5888 0.1348
O 4.5181 0.7939 -1.4845
C -0.9619 0.0956 3.4208
Ru 0.4761 0.3707 0.0786
C -3.0243 1.2138 -1.1780
H 3.5928 -0.2020 1.7037
C 3.6860 3.4420 -0.5954
H -4.7273 1.5615 1.7254
H 2.9591 0.5573 3.1770
N -3.0370 -1.8841 1.3456
H 4.7393 3.3499 -0.8206
C 2.7101 -0.0959 2.3410
H 3.7115 -5.6779 -1.8140
C 3.2921 -4.8177 -1.3098
C 3.2546 1.0060 -1.1846
C 3.4450 -3.5547 -1.8592
*
```

Output
- expectation value of S² = 8.76
- frontier orbital gap (alpha / beta) (hartree) = 0.2928 / 0.2633
- highest occupied orbital energy (alpha / beta) (eV) = -13.8 / -13.8
- relative energy (zero: lowest compared OMol25 entry of this formula, charge and spin) (kJ/mol) = 0.0
- E_tot (eV) = -54456.4838


No. 3
# C33H34BN3O8ReS

A structure of composition C33H34BN3O8ReS (the ωB97M-V functional and the def2-TZVPD basis, OMol25).

The geometry in ORCA input format:
```
! RIJCOSX wB97M-V def2-TZVPD def2/J DEFGRID3
* xyz 2 2
H -4.3942 6.8263 -1.0606
O 3.2403 -1.2547 -1.8552
C -2.2073 2.8850 -1.5682
H 3.1286 -0.1755 1.8324
O 2.1059 0.2653 -0.6892
H 0.3936 2.0517 2.0244
C -0.9284 3.4316 -1.9070
H 4.4998 -2.5488 2.3361
O 2.1066 -3.4066 2.8236
H -4.3367 3.0969 -1.5824
H -5.8735 4.7547 -1.3724
O 1.5788 -1.9574 0.8963
H -0.5468 -1.9329 -2.4310
H -2.1840 -3.7884 -2.7034
H -3.6814 -4.3636 -0.7925
H 2.5056 -5.2389 -2.7521
C 2.6708 -5.3090 -1.6839
C 0.6299 1.4221 2.8735
H 0.1556 5.0735 -2.8135
C -4.5045 5.5849 -2.8584
O 0.0229 2.6075 -1.5149
B -0.6127 1.4615 -0.9006
H -5.3832 6.3920 -4.6514
C 4.0231 -0.6835 1.4656
H -6.6460 5.5395 -2.7412
H 3.2371 -5.5619 2.1247
O 2.3779 1.2144 7.3480
H 4.2572 -7.5540 -2.6053
C -3.3874 3.5337 -1.8512
H 3.6261 -7.5247 0.6844
C 0.4695 -0.7268 3.9824
C -1.9854 5.2981 -2.8291
C 2.6874 -4.2949 0.4754
C 0.1843 0.1036 2.9076
C 4.3577 -0.2604 0.0353
H 1.7467 2.9246 3.9288
C 1.3658 1.9125 3.9341
Re 0.4160 -0.1428 -0.1037
N 3.9095 -2.1396 1.6239
C -1.1781 -2.2531 -1.6123
H -4.5645 4.8505 -4.9180
H 4.8447 -0.3711 2.1071
C 2.4671 -4.1940 -0.8927
C -4.5074 5.8004 -4.3848
N -1.0270 -1.6009 -0.4575
H 4.5784 0.8097 0.0331
H 0.2023 -1.7751 3.9549
H -3.6283 6.3416 -4.7342
C -2.1045 -3.2746 -1.7564
H -3.5255 7.5151 -2.4409
C -1.4525 -1.2401 1.8327
H 2.5290 -7.8540 -2.7175
C -5.8100 4.9043 -2.4518
C 1.1947 -0.2175 5.0495
H -5.2827 7.5423 -2.4081
O -2.0242 1.7061 -0.9724
H -1.9486 6.2564 -3.3271
C 3.2412 -0.5083 -0.9307
H 5.2288 -0.8024 -0.3265
C -4.4078 6.9480 -2.1445
C 3.3054 -6.5907 0.2415
C 3.3506 -7.7060 -2.0169
C 3.0982 -5.4905 1.0547
H -5.9424 3.9437 -2.9530
C -2.9317 -3.5906 -0.6937
H 2.1566 -3.2593 -1.3351
C 2.5351 1.6754 6.0979
C -3.2904 4.7641 -2.4913
H 1.5919 0.6620 7.4358
C -1.8114 -1.9341 0.6003
H -3.4115 -3.1231 1.3620
S 2.4787 -2.9193 1.5302
C 1.6465 1.0963 5.0271
H -1.9593 -1.4410 2.7708
C 3.1006 -6.5182 -1.1347
N -0.4616 -0.4297 1.7527
O 3.3595 2.4993 5.8362
C -2.7888 -2.9009 0.5064
H 1.4544 -0.8797 5.8664
C -0.8081 4.6601 -2.5540
H 3.4772 -8.6160 -1.4345
*
```

Output
- expectation value of S² = 0.91
- frontier orbital gap (alpha / beta) (hartree) = 0.2443 / 0.1984
- highest occupied orbital energy (alpha / beta) (eV) = -13.7 / -13.7
- relative energy (zero: lowest compared OMol25 entry of this formula, charge and spin) (kJ/mol) = 68.1
- E_tot (eV) = -69252.2019


No. 4
# C33H34Cl4F6N9O11S5W

A structure of composition C33H34Cl4F6N9O11S5W at a distorted geometry (the ωB97M-V functional and the def2-TZVPD basis, OMol25).

The geometry in ORCA input format:
```
! RIJCOSX wB97M-V def2-TZVPD def2/J DEFGRID3
* xyz 1 1
N -1.1220 -3.8052 -4.9738
H 2.0838 -5.0813 -6.3900
O -2.3794 4.7062 0.3090
H -1.2467 4.1613 -1.9589
H -1.4806 -5.7128 -5.8010
C -2.0614 -4.2167 1.4241
H -1.3053 6.1551 -0.4075
H 1.4201 -6.0695 -3.0010
C 1.8236 5.4246 3.1001
H -1.7290 -4.7846 3.4890
H -0.8824 1.7291 -1.4822
C -2.6976 3.3634 0.6202
H -1.8531 2.6700 0.5452
W 0.4585 -0.7665 0.0872
Cl -2.3585 -0.7543 -1.0685
N 1.0536 1.2795 -0.6939
C -4.1719 4.1845 3.9730
H -3.4332 3.0229 -0.1118
H -2.6291 -2.7526 -3.9183
C -1.6337 -3.3594 0.4310
O 1.7137 -1.5260 -4.4197
S -4.3426 2.5005 4.2040
H -4.5256 4.8752 4.7241
H 0.6986 -6.1639 -6.5788
C 0.5757 -0.2084 3.9028
C 0.7128 6.3802 1.2154
O -0.7473 -0.9163 -1.4776
O -2.6716 0.6096 -1.4132
H -1.5133 2.3918 4.5220
H 3.0351 1.7509 0.0227
F 3.7768 -0.8785 0.0370
C 0.0214 4.2652 2.0515
H -2.0558 -3.3479 -0.5687
H -2.3677 2.1359 6.7580
H 2.3280 7.3315 2.2618
C -0.4615 4.4796 -1.2742
C -0.3574 -0.4127 6.0915
H -0.4410 -0.9379 7.0361
C 1.7041 3.4023 -0.5326
C -0.9729 1.4610 4.6724
C -0.0904 -4.2384 -4.1999
F 5.3918 -2.0524 -0.7910
C 1.0166 -5.1940 -6.1927
Cl 0.6102 7.7020 0.0887
C 0.4704 -0.8993 5.1148
C -3.6458 2.1874 2.6698
O 1.6346 -0.6066 -2.1095
C -1.8759 -4.7035 -5.8469
H -3.4290 5.4763 2.4114
C 0.9858 4.3234 3.0424
N 1.1317 -1.8742 1.7453
Cl -3.4882 0.5629 2.1323
S 1.7294 -0.7163 2.7374
C -1.0841 0.7806 5.8990
O 1.8221 0.2973 1.6389
H 1.1054 3.5145 3.7516
O -0.6612 0.1555 0.9205
S 0.0845 -3.7405 -2.5901
H 2.2433 -6.5556 -4.4977
C 2.0905 2.1271 -0.3291
F 4.3732 -2.7155 1.0143
C -3.6111 4.4751 2.7714
H -1.1308 -1.8574 -4.2187
C -0.1311 5.2769 1.1054
S 2.3641 -1.2906 -3.1775
H 0.1411 5.2444 -1.7615
C -3.2951 3.3091 2.0028
C 1.8372 -5.7141 -3.9384
H 1.0397 -1.8069 5.2763
O 3.2577 -4.4151 -1.0002
H 2.6351 -5.0066 -3.7073
C 0.0660 2.0590 -1.0953
O -3.0574 -1.6753 -1.9081
C -1.4163 -4.1684 2.6516
C 4.2373 -2.1328 -0.1663
C 1.6836 6.4649 2.2025
C -1.8263 -2.5779 -4.6390
N 0.7987 -5.0871 -4.7509
H -0.0648 1.4664 2.7320
H 2.2287 4.3336 -0.3966
H -2.2500 -2.1722 -5.5592
F 3.1477 0.9258 -4.2453
N -0.3533 -3.4000 2.8667
N 0.4098 3.3418 -1.0156
F 4.2229 0.3896 -2.4446
C -0.1585 0.9686 3.6844
H -1.9322 0.8152 7.7746
N -1.8796 1.2675 6.8807
C -1.1034 5.1491 -0.0515
N -0.6424 -2.5289 0.6787
O 1.7091 -2.5415 -0.5557
H -2.9135 -4.7310 -5.5026
C -0.0036 -2.6566 1.8490
H -2.8735 -4.9051 1.2392
C 3.6911 -0.0838 -3.5763
O 2.9468 -1.0781 3.3579
Cl 3.0641 5.4981 4.3028
H 0.4936 -4.4039 -6.7185
H -1.8725 -4.3592 -6.8838
S 2.9696 -3.0370 -1.1636
N 3.1865 -2.5269 -2.6252
H -0.6353 3.4043 2.0076
F 4.6400 -0.6487 -4.2978
*
```

Output
- frontier orbital gap (hartree) = 0.1961
- highest occupied orbital energy (eV) = -9.8
- relative energy (zero: lowest compared OMol25 entry of this formula, charge and spin) (kJ/mol) = 199.4
- E_tot (eV) = -193090.9529


No. 5
# C33H34CrN3O3SSe2

A structure of composition C33H34CrN3O3SSe2 (the ωB97M-V functional and the def2-TZVPD basis, OMol25).

The geometry in ORCA input format:
```
! RIJCOSX wB97M-V def2-TZVPD def2/J DEFGRID3
* xyz 0 4
C 0.8693 0.5395 3.8754
H -1.0500 -3.6545 3.9580
C -1.7895 3.9238 3.1617
C -0.3671 -5.5404 -0.6850
H -3.5610 4.7503 -4.7331
C -2.2771 2.6622 2.8572
C 1.5854 -6.5783 0.2593
O -1.8491 -0.0455 -2.2243
H -2.4989 1.1504 1.3491
H -2.7901 2.0809 3.6129
H 1.5653 3.1526 -1.4810
C -3.5305 4.4315 -2.6053
H -0.0159 -1.7486 5.1274
H -3.3013 3.9456 -0.5424
H 5.8893 -0.2898 0.9755
C 2.1933 -5.3360 0.3782
H 3.9562 0.3331 -2.5908
H -0.1657 -7.6477 -0.3630
C -0.9742 4.1286 0.9046
H 1.6680 2.4893 3.4847
C 5.4723 -0.6876 0.0529
C 1.5296 -4.1951 -0.0417
C -0.8264 -2.8272 1.9888
C -1.4430 2.8500 0.5886
H -1.3692 -5.5939 -1.0861
C -1.9918 3.4136 -4.1155
H 2.8595 2.1687 -0.7321
Cr -0.5608 0.3355 -0.7001
N 0.3720 0.4784 1.1508
H -1.9146 4.3348 4.1545
C 0.9202 1.5351 1.7096
H -0.4693 4.6995 0.1333
C 0.2824 -0.6141 3.3077
C 0.1074 -0.6201 1.9163
H 5.7473 -0.0306 -0.7696
H -1.2668 -3.6951 1.5201
Se 3.5398 -0.7406 0.2664
H 2.1058 -7.4678 0.5892
H 1.0334 0.5755 4.9455
N -0.2698 -1.6622 -0.1547
H 1.0988 2.3863 1.0671
C -1.3657 2.7801 -3.0562
H -4.3346 -0.6997 -1.7981
H 2.1929 -1.9174 -1.4847
H 5.8627 -1.6881 -0.1179
C -0.1322 -1.7455 4.0522
Se 1.5258 0.8655 -2.4308
H 2.9848 -0.7646 -3.5759
C -3.8404 -0.3365 -0.8981
S -0.6209 -2.8688 -1.1570
C 0.3091 -6.6801 -0.2728
C 3.1444 -1.3928 -1.5298
C 2.3651 2.4368 -1.6622
C -1.8039 2.9558 -1.7388
C -2.1172 2.1379 1.5818
H -4.3825 5.0719 -2.4124
H -0.5293 2.1253 -3.2606
O -0.0443 -2.4839 -2.4208
H -3.9495 -1.0486 -0.0808
H -0.7693 5.6489 2.3920
H 3.9210 -2.1213 -1.7750
C -1.1451 4.6578 2.1718
H -4.2818 0.6142 -0.5851
C -0.6987 -2.7996 3.3950
C -2.4048 -0.0853 -1.1369
O -2.0260 -3.2004 -1.1254
H -1.6211 3.2479 -5.1186
H 3.1820 -5.2523 0.8091
C 1.2183 1.5947 3.0799
C -3.0768 4.2525 -3.9043
H 1.9893 -3.2258 0.0819
C -0.3700 -1.7766 1.2251
C -2.9160 3.7926 -1.5418
N -1.1817 2.2831 -0.6797
H 3.0747 2.8497 -2.3753
C 0.2526 -4.3057 -0.5717
C 3.0760 -0.3118 -2.5881
*
```

Output
- expectation value of S² = 3.85
- frontier orbital gap (alpha / beta) (hartree) = 0.2400 / 0.2450
- highest occupied orbital energy (alpha / beta) (eV) = -6.8 / -7.0
- relative energy (zero: lowest compared OMol25 entry of this formula, charge and spin) (kJ/mol) = 2.3
- E_tot (eV) = -215335.5766


No. 6
# C33H34CuN2O2

A structure of composition C33H34CuN2O2 (the ωB97M-V functional and the def2-TZVPD basis, OMol25).

The geometry in ORCA input format:
```
! RIJCOSX wB97M-V def2-TZVPD def2/J DEFGRID3
* xyz 0 2
C -1.6348 -0.2190 -2.5164
H 1.5484 3.8985 -0.5351
C -3.2271 2.5530 -0.0577
C 2.6541 -1.2238 2.8301
H -0.1882 3.5872 -0.3870
C -0.6004 0.4927 3.2999
H -1.1745 3.3212 -3.9968
C 1.6772 -4.4575 -0.3171
H -3.0111 1.8845 -4.8160
C 2.3200 -0.9486 5.1956
C 1.1226 -0.3082 4.9401
H 3.2516 -5.2443 -1.5530
C 0.6936 2.8451 -2.2179
H 3.2846 -1.5809 2.0257
C -0.4267 1.8921 -2.6019
N -0.7768 0.8466 2.0374
H 0.4667 3.7961 -2.7062
C -1.3098 2.3279 -3.5822
H -3.2738 -0.3796 -3.8723
H 2.0315 0.4764 -0.9117
H 0.5491 0.0846 5.7705
H 2.1366 2.6688 -3.8351
H 0.2111 -2.1600 -2.0436
C 0.6777 -0.1487 3.6245
C 3.4599 -3.1397 -1.2075
H -3.5666 1.4613 4.6509
C -0.5616 0.5893 -2.0499
H -0.6157 -2.5792 -3.5457
H 4.4368 -0.6987 0.0107
H 4.3780 -3.0373 -1.7716
H -1.2718 1.7610 -0.3555
H 0.9714 2.2925 -0.1065
C 1.4500 -0.5924 2.5445
H -4.9479 2.5213 2.8672
H -3.3247 2.8839 -1.0842
C -2.7818 1.2997 3.9219
O 0.3301 0.1410 -1.1618
C -2.0788 1.9276 0.3395
C -4.1522 2.3597 2.1495
C -2.4868 0.2676 -3.5001
C 0.7621 3.1637 -0.7182
C -0.7131 -2.5482 -2.4591
O 2.7777 0.3979 -0.2686
H 2.8785 2.7360 -2.2288
H -3.0053 -1.1217 -0.2690
H 3.9681 -0.5320 -1.6813
C -2.3420 1.5319 -4.0416
H 2.0781 1.2568 -2.7993
C 2.8363 -4.3667 -1.0748
C -1.6074 0.7085 4.2730
H 0.2841 -3.3120 0.8630
H -2.7712 -1.9981 -2.5729
H -2.4165 -2.7912 -0.2926
C 3.5776 -0.6788 -0.6666
H -1.2994 -1.4603 0.0366
H 2.6613 -1.0767 6.2148
C -2.9735 1.7196 2.5880
C -1.9254 1.4790 1.6662
C 2.8889 -2.0257 -0.5991
H -1.4386 0.3854 5.2888
C -2.1667 -1.7591 -0.5505
N 1.7635 -2.1144 0.0998
H -5.1879 3.2566 0.5208
C 3.0826 -1.4208 4.1365
H 4.0192 -1.9311 4.3266
Cu 0.6776 -0.1591 0.7585
C 1.1813 -3.3013 0.2543
C -4.2814 2.7668 0.8508
C 2.0323 2.3465 -2.7981
H 1.1662 -5.4007 -0.1865
H -0.8684 -3.5678 -2.0962
C -1.8783 -1.6445 -2.0494
*
```

Output
- expectation value of S² = 0.75
- frontier orbital gap (alpha / beta) (hartree) = 0.2648 / 0.2646
- highest occupied orbital energy (alpha / beta) (eV) = -7.4 / -7.4
- relative energy (zero: lowest compared OMol25 entry of this formula, charge and spin) (kJ/mol) = 0.0
- E_tot (eV) = -86488.2825